This record from the Open Molecules 2025 dataset describes C20H27N5O3S as an isolated structure. The level of theory is ωB97M-V with the def2-TZVPD basis set.

XYZ file:
```
56
Properties=species:S:1:pos:R:3:lowdin_charge:R:1
C 5.0893 0.3801 1.5673 -0.07
C 3.9209 1.0339 1.0717 -0.30
C 3.0228 0.4822 0.2174 -0.23
C 1.7368 0.9433 -0.1737 -0.05
C 1.3844 2.0808 0.1343 -0.22
C 2.1919 2.8386 1.1767 0.05
C 3.3417 2.1964 1.6726 -0.02
H 4.0885 2.8776 2.0330 0.10
H 1.9542 3.9434 1.3857 0.13
N 0.1841 2.8202 -0.0659 0.12
C -0.7723 2.6998 -1.0356 -0.42
O -0.5784 1.7297 -1.9706 -0.03
C -2.0556 2.9985 -1.0879 -0.22
N -3.0460 2.3565 -0.3795 -0.15
C -2.7149 1.7634 0.7763 -0.21
H -1.8781 1.1032 1.0117 0.13
C -3.8323 0.7964 1.5226 -0.14
N -4.1886 -0.2069 0.6756 -0.12
C -3.3167 -1.2092 0.5797 -0.34
N -3.4574 -2.0103 -0.3508 0.08
C -2.8539 -3.2269 -0.5649 0.01
C -2.2414 -3.6410 0.7664 -0.10
C -2.1154 -2.8602 1.8294 -0.16
C -2.8234 -1.7104 1.9765 0.10
H -2.7584 -1.0057 2.4665 -0.05
H -1.5075 -3.3062 2.6428 0.12
H -1.6104 -4.8728 0.5552 0.19
H -2.8264 -3.5995 -1.4438 0.03
C -4.6202 0.3045 -0.5998 -0.06
H -5.3998 0.9188 -0.5149 0.05
C -3.3976 1.2840 -1.3652 -0.05
H -2.5820 0.4863 -1.6311 0.14
H -3.6990 1.6432 -2.2450 0.06
H -4.7811 -0.6381 -1.3755 0.17
H -4.7967 1.5189 1.5152 0.17
H -3.5955 0.8231 2.5162 0.09
H -2.4785 2.6457 1.3785 0.11
H -2.0490 4.0983 -0.0846 0.19
H -2.4217 3.4970 -1.9642 0.14
H -0.2060 3.8133 0.5815 0.25
H 1.0832 0.3727 -0.6311 0.06
S 3.0976 -1.2142 -0.0717 0.84
O 4.3400 -1.2701 -1.0636 -0.39
O 3.1703 -2.2682 0.8809 -0.27
N 1.9167 -1.7335 -1.3757 -0.35
C 2.1420 -1.3844 -2.6753 -0.14
H 3.0635 -1.0617 -2.8571 0.01
H 1.8733 -2.2939 -3.2948 0.11
H 1.2785 -0.4279 -2.9101 0.16
C 0.6675 -2.2226 -0.6817 -0.04
H 0.5158 -3.1522 -1.2949 0.11
H 0.0046 -1.5191 -0.8491 0.02
H 1.1860 -2.4598 0.2123 0.05
H 5.7025 0.0732 0.6987 0.09
H 4.9346 -0.6408 2.0775 0.11
H 5.6527 1.1043 2.3707 0.14
```

Values from the calculation:
- Gap between HOMO and LUMO: 7.4 eV
- Max |F|: 16.5 eV Å⁻¹
- Total charge: 0
- HOMO level: -7.87 eV
- Relative energy (zero: lowest compared OMol25 entry of this formula, charge and spin): 499.3 kcal/mol
- LUMO: -0.485 eV